# 1
Computed, not measured: a structure of composition C7H17O5PSi, with ωB97M-V/def2-TZVPD.

CARTESIAN COORDINATES (ANGSTROEM)
O -1.523 0.785 -0.368
O -1.045 -1.096 3.698
O 0.616 1.504 0.077
O 0.769 -1.390 1.823
O -1.792 -1.816 1.327
C -0.633 1.046 0.434
C 0.796 -2.774 1.843
C -3.047 -1.173 1.136
C 2.981 1.832 -1.733
C 0.022 2.109 -2.679
C 0.994 -0.538 -1.846
C -0.878 0.918 1.902
Si 1.163 1.293 -1.492
P -0.752 -0.920 2.190
H 0.265 -3.154 1.004
H 0.356 -3.121 2.812
H 1.853 -3.062 1.783
H -3.816 -1.955 1.010
H -3.284 -0.559 2.011
H -3.033 -0.558 0.246
H 3.538 1.004 -2.216
H 3.363 2.050 -0.740
H 2.972 2.705 -2.369
H -0.872 1.531 -2.901
H -0.272 3.105 -2.313
H 0.548 2.151 -3.618
H 1.199 -0.935 -2.845
H -0.073 -0.745 -1.679
H 1.573 -1.062 -1.087
H -0.147 1.478 2.458
H -1.843 1.345 2.132

Output
**Relative energy (zero: lowest compared OMol25 entry of this formula, charge and spin)**: 17.8 kJ/mol
**Multiplicity**: 1
**Molecular weight**: 240.27 g/mol
**Orbital gap**: 10.584 eV



# 2
Computed, not measured: a cluster of 2 separate species, C7H17P2 in total, with ωB97M-V/def2-TZVPD.

CARTESIAN COORDINATES (ANGSTROEM)
C -0.539 -0.850 3.111
C -1.398 -0.421 2.284
C -0.581 -1.007 4.739
C 0.931 2.159 -0.787
C 1.442 0.867 -2.901
C 0.082 -1.989 -1.078
C 1.066 0.799 -1.409
P -1.676 0.288 -2.758
P -0.550 -0.145 -1.000
H 0.562 -0.985 3.044
H -2.296 -0.294 1.829
H -1.333 -1.750 4.907
H -0.874 -0.141 5.235
H 0.399 -1.249 5.182
H 0.191 2.756 -1.262
H 1.895 2.613 -0.871
H 0.770 2.019 0.301
H 2.051 1.782 -2.889
H 0.601 1.105 -3.577
H 1.984 -0.069 -3.334
H 0.500 -2.254 -0.055
H 0.741 -2.175 -1.910
H -0.792 -2.595 -1.121
H 1.770 0.169 -0.817
H -2.113 1.684 -2.455
H -2.836 -0.317 -2.409

Output
**Net charge**: +1
**Relative energy (zero: lowest compared OMol25 entry of this formula, charge and spin)**: 325.9 kJ/mol
**Multiplicity**: 1
**Molecular weight**: 163.16 g/mol
**Orbital gap (alpha / beta)**: 4.993 / 7.268 eV



# 3
Computed, not measured: a cluster of 2 separate species, C7H18 in total, with ωB97M-V/def2-TZVPD.

CARTESIAN COORDINATES (ANGSTROEM)
C -2.673 0.151 1.767
C -1.237 0.291 2.389
C -2.691 0.869 0.390
H -3.038 -0.962 1.934
H -3.243 0.670 2.486
H -0.972 -0.428 3.261
H -0.988 1.204 2.753
H -1.749 1.372 0.071
H -2.961 0.325 -0.498
H -0.514 0.159 1.591
H -3.445 1.547 0.159
C 1.491 -0.036 -1.121
C 1.371 -0.987 0.118
C 2.840 0.576 -1.336
C 0.972 -0.949 -2.215
H 0.832 0.771 -1.038
H 2.249 -1.471 0.313
H 3.732 -0.110 -1.127
H 3.006 1.074 -2.216
H 2.872 1.496 -0.742
H 1.075 -0.322 -3.182
H 1.306 -1.885 -2.390
H -0.222 -0.965 -2.213
H 0.562 -1.635 -0.119
H 1.059 -0.334 1.010

Output
**Relative energy (zero: lowest compared OMol25 entry of this formula, charge and spin)**: 257.5 kJ/mol
**Multiplicity**: 1
**Molecular weight**: 102.22 g/mol
**SMILES**: CC(C)C.CCC
**Orbital gap**: 11.427 eV



# 4
Computed, not measured: the ion C7H18BO3S3 with charge -1, with ωB97M-V/def2-TZVPD.

CARTESIAN COORDINATES (ANGSTROEM)
O 0.291 -0.819 -3.607
S -0.743 0.127 -3.403
O -0.412 1.366 -2.818
O -1.390 0.459 -4.835
C -2.178 -0.584 -2.662
C -2.085 -0.905 -1.166
C -0.775 -1.473 -0.618
C 0.057 -0.440 0.139
B -0.513 -0.142 1.663
S -1.734 1.394 1.564
C 0.688 0.228 2.726
C 1.626 1.318 2.206
C 2.991 0.849 1.719
S 3.950 -0.085 2.963
H -0.863 1.195 -5.199
H -2.488 -1.432 -3.255
H -2.937 0.176 -2.805
H -2.392 -0.056 -0.573
H -2.849 -1.661 -1.015
H -0.195 -1.994 -1.376
H -1.047 -2.217 0.121
H 1.059 -0.843 0.238
H 0.095 0.495 -0.414
H -1.163 -1.112 2.033
H -2.117 1.516 2.838
H 1.242 -0.645 3.059
H 0.209 0.633 3.614
H 1.165 1.807 1.353
H 1.800 2.103 2.938
H 3.594 1.707 1.456
H 2.892 0.230 0.838
H 4.225 -1.193 2.276

Output
**Net charge**: -1
**Multiplicity**: 1
**Molecular weight**: 257.23 g/mol
**Orbital gap**: 6.495 eV



# 5
Computed, not measured: a structure of composition C7H18ClI2OP2Y, with ωB97M-V/def2-TZVPD.

CARTESIAN COORDINATES (ANGSTROEM)
I -0.006 1.398 2.296
I 0.002 -1.223 2.381
Y -0.002 -0.081 -2.233
P -2.619 -0.019 -0.506
C -3.354 0.050 1.190
C -3.551 1.348 -1.344
H -4.635 1.189 -1.476
H -4.639 -1.288 -1.374
H -3.126 1.532 -2.340
H -3.141 -1.699 -2.210
H -3.032 0.975 1.696
H -3.433 2.278 -0.772
C -3.556 -1.435 -1.231
H -4.461 0.045 1.138
H -3.442 -2.320 -0.597
H -3.025 -0.826 1.771
P 2.615 -0.009 -0.506
C 3.350 0.072 1.188
C 3.564 -1.417 -1.229
H 3.120 1.554 -2.341
H 4.629 1.214 -1.483
H 3.423 2.298 -0.777
C 3.543 1.365 -1.346
H 3.150 -1.680 -2.208
H 4.646 -1.263 -1.367
H 4.458 0.068 1.139
H 3.028 -0.800 1.777
H 3.451 -2.301 -0.593
H 3.027 0.996 1.692
Cl 0.000 -0.152 -4.578
O 0.009 0.182 5.488
C 0.010 0.164 4.332

Output
**Net charge**: +2
**Relative energy (zero: lowest compared OMol25 entry of this formula, charge and spin)**: 78.9 kJ/mol
**Multiplicity**: 1
**Molecular weight**: 558.34 g/mol
**Orbital gap**: 5.295 eV



# 6
Computed, not measured: a cluster of 4 separate species, C7H18F2N6O7S in total, with ωB97M-V/def2-TZVPD.

CARTESIAN COORDINATES (ANGSTROEM)
O 2.691 -0.303 -0.652
C 1.734 -0.831 -0.331
F 1.196 -0.532 0.854
C 0.976 -1.900 -1.095
O 0.678 -1.418 -2.424
S -0.269 -0.055 -2.256
O -0.082 0.708 -3.433
O -1.766 -0.768 -2.343
C -2.479 -0.469 -1.108
C -3.498 -1.565 -0.882
F -3.031 -2.554 -0.062
H 0.021 -2.061 -0.595
H 1.478 -2.855 -1.127
H -3.034 0.459 -1.269
H -1.816 -0.316 -0.258
H -4.393 -1.126 -0.448
H -3.740 -1.986 -1.856
C -0.153 -5.760 -1.689
O 0.098 -4.661 -1.221
N 0.122 -6.081 -2.986
N -0.729 -6.752 -0.953
H -0.076 -6.976 -3.391
H 0.544 -5.370 -3.554
H -0.945 -6.545 0.005
H -0.945 -7.660 -1.316
C 2.812 3.408 1.080
O 1.607 3.473 0.885
N 3.575 2.401 0.581
N 3.480 4.343 1.814
H 4.564 2.327 0.728
H 3.107 1.695 0.038
H 2.939 5.097 2.198
H 4.466 4.312 1.989
C -0.873 4.740 3.466
O -0.254 4.047 4.255
N -0.645 4.716 2.125
N -1.856 5.607 3.876
H -1.150 5.284 1.471
H 0.074 4.089 1.778
H -2.048 5.650 4.859
H -2.379 6.188 3.250

Output
**Multiplicity**: 1
**Molecular weight**: 368.32 g/mol
**Orbital gap**: 9.776 eV